No. 1
Computed, not measured: a 12-piece molecular cluster, C44H81N15O25P overall at a distorted geometry, with wB97M-V/def2-TZVPD.

Computed properties:
**LUMO energy**: -3.054 eV
**Total charge**: +1
**DFT total energy**: -4767.64198 hartree
**Orbital gap**: 7.897 eV
**2S+1**: 1

Bonds (Å) are listed after each position.
Geometry (Å):
1 C -0.17 5.69 -1.78  C2 1.543, H42 1.089, H43 1.084, H44 1.085
2 C 0.62 4.60 -1.02  C1 1.543, C3 1.520, H45 1.089, H46 1.090
3 C 1.94 4.26 -1.70  C2 1.520, C4 1.528, H47 1.091, H48 1.090
4 C 2.67 3.12 -0.98  C3 1.528, C5 1.537, H49 1.089, H50 1.089
5 C 3.92 2.67 -1.74  C4 1.537, C6 1.526, H51 1.083, H52 1.087
6 C 4.08 1.15 -1.80  C5 1.526, C7 1.530, H53 1.090, H54 1.095
7 C 4.66 0.53 -0.53  C6 1.530, C8 1.541, H55 1.089, H56 1.090
8 C 4.80 -1.01 -0.56  C7 1.541, C9 1.571, H57 1.086, H58 1.087
9 C 3.61 -1.92 -0.10  C8 1.571, C10 1.493, H59 1.080, H60 1.087
10 C 2.23 -1.37 -0.28  C9 1.493, C11 1.395, N35 1.350
11 C 1.60 -0.66 0.74  C10 1.395, C12 1.504, C15 1.399
12 C 2.25 -0.40 2.07  C11 1.504, N13 1.482, H61 1.084, H62 1.083
13 N 1.68 -1.29 3.11  C12 1.482, C14 1.476, H63 1.012
14 C 2.71 -2.14 3.74  N13 1.476, H64 1.086, H65 1.088, H66 1.088
15 C 0.29 -0.22 0.53  C11 1.399, C16 1.488, C22 1.409
16 C -0.43 0.46 1.65  C15 1.488, C17 1.389, C21 1.381
17 C -1.46 -0.23 2.27  C16 1.389, C18 1.383, H67 1.079
18 C -2.14 0.39 3.30  C17 1.383, N19 1.331, H68 1.083
19 N -1.86 1.60 3.77  C18 1.331, C20 1.329
20 C -0.87 2.24 3.15  N19 1.329, C21 1.386, H69 1.082
21 C -0.13 1.73 2.10  C16 1.381, C20 1.386, H70 1.075
22 C -0.35 -0.44 -0.70  C15 1.409, C23 1.518, C31 1.387
23 C -1.76 0.12 -0.86  C22 1.518, C24 1.554, H71 1.089, H72 1.080
24 C -2.90 -0.93 -0.96  C23 1.554, C25 1.541, H73 1.083, H74 1.087
25 C -4.13 -0.29 -1.64  C24 1.541, C26 1.518, H75 1.086, H76 1.085
26 C -4.39 -0.76 -3.06  C25 1.518, N27 1.498, H77 1.086, H78 1.092
27 N -5.02 0.31 -3.89  C26 1.498, C28 1.395, H79 1.015
28 C -4.11 1.24 -4.40  N27 1.395, C29 1.507, O30 1.207
29 C -3.82 1.32 -5.87  C28 1.507, H80 1.087, H81 1.084, H82 1.089
30 O -3.55 2.02 -3.67  C28 1.207
31 C 0.32 -1.13 -1.70  C22 1.387, P32 1.874, N35 1.362
32 P -0.61 -1.37 -3.31  C31 1.874, O33 1.634, O34 1.647
33 O 0.41 -2.04 -4.39  P32 1.634, H83 0.965
34 O -0.63 0.21 -3.76  P32 1.647, H84 0.966
35 N 1.57 -1.60 -1.44  C10 1.350, C31 1.362, C36 1.456
36 C 2.22 -2.43 -2.44  N35 1.456, C37 1.392, C41 1.380
37 C 1.82 -3.76 -2.52  C36 1.392, C38 1.390, H85 1.083
38 C 2.39 -4.62 -3.46  C37 1.390, C39 1.388, H86 1.079
39 C 3.34 -4.16 -4.35  C38 1.388, C40 1.394, H87 1.077
40 C 3.73 -2.82 -4.27  C39 1.394, C41 1.393, H88 1.079
41 C 3.18 -1.96 -3.32  C36 1.380, C40 1.393, H89 1.079
42 H -1.22 5.43 -1.70  C1 1.089
43 H -0.04 6.66 -1.33  C1 1.084
44 H 0.08 5.70 -2.84  C1 1.085
45 H 0.80 4.97 -0.01  C2 1.089
46 H 0.00 3.70 -1.00  C2 1.090
47 H 2.58 5.14 -1.67  C3 1.091
48 H 1.80 4.02 -2.75  C3 1.090
49 H 2.99 3.50 -0.01  C4 1.089
50 H 1.97 2.29 -0.88  C4 1.089
51 H 4.82 3.16 -1.38  C5 1.083
52 H 3.79 3.01 -2.76  C5 1.087
53 H 3.13 0.73 -2.11  C6 1.090
54 H 4.78 0.94 -2.61  C6 1.095
55 H 5.67 0.92 -0.44  C7 1.089
56 H 4.12 0.91 0.33  C7 1.090
57 H 5.64 -1.25 0.09  C8 1.086
58 H 5.07 -1.29 -1.57  C8 1.087
59 H 3.75 -2.13 0.95  C9 1.080
60 H 3.72 -2.87 -0.61  C9 1.087
61 H 2.11 0.63 2.36  C12 1.084
62 H 3.32 -0.53 2.02  C12 1.083
63 H 1.04 -1.90 2.62  N13 1.012
64 H 3.66 -1.63 3.82  C14 1.086
65 H 2.80 -3.10 3.23  C14 1.088
66 H 2.38 -2.34 4.76  C14 1.088
67 H -1.76 -1.22 1.95  C17 1.079
68 H -2.95 -0.15 3.77  C18 1.083
69 H -0.63 3.23 3.51  C20 1.082
70 H 0.67 2.30 1.65  C21 1.075
71 H -1.81 0.77 -1.73  C23 1.089
72 H -2.00 0.75 -0.02  C23 1.080
73 H -2.59 -1.85 -1.43  C24 1.083
74 H -3.23 -1.13 0.06  C24 1.087
75 H -5.01 -0.53 -1.06  C25 1.086
76 H -4.05 0.79 -1.64  C25 1.085
77 H -5.10 -1.58 -3.06  C26 1.086
78 H -3.49 -1.12 -3.57  C26 1.092
79 H -5.43 -0.15 -4.70  N27 1.015
80 H -4.44 2.07 -6.35  C29 1.087
81 H -2.80 1.64 -6.02  C29 1.084
82 H -3.96 0.38 -6.41  C29 1.089
83 H 0.69 -1.45 -5.10  O33 0.965
84 H -0.68 0.24 -4.73  O34 0.966
85 H 1.08 -4.14 -1.83  C37 1.083
86 H 2.04 -5.64 -3.48  C38 1.079
87 H 3.76 -4.81 -5.10  C39 1.077
88 H 4.46 -2.44 -4.97  C40 1.079
89 H 3.50 -0.93 -3.31  C41 1.079
90 C -0.24 -5.21 4.77  N91 1.484, H94 1.080, H95 1.086, H96 1.086
91 N 0.61 -4.90 3.59  C90 1.484, O92 1.220, O93 1.208
92 O 0.43 -3.82 3.04  N91 1.220
93 O 1.42 -5.72 3.24  N91 1.208
94 H -0.91 -4.38 4.94  C90 1.080
95 H -0.80 -6.11 4.54  C90 1.086
96 H 0.42 -5.36 5.61  C90 1.086
97 C -8.61 -0.98 0.83  N98 1.489, H101 1.083, H102 1.086, H103 1.086
98 N -7.37 -1.71 0.48  C97 1.489, O99 1.211, O100 1.215
99 O -6.82 -2.36 1.34  N98 1.211
100 O -6.98 -1.61 -0.67  N98 1.215
101 H -8.83 -1.17 1.88  C97 1.083
102 H -8.43 0.07 0.65  C97 1.086
103 H -9.41 -1.35 0.19  C97 1.086
104 C 7.18 5.95 -3.51  N105 1.489, H108 1.083, H109 1.086, H110 1.086
105 N 6.02 5.04 -3.30  C104 1.489, O106 1.212, O107 1.214
106 O 4.95 5.54 -3.06  N105 1.212
107 O 6.24 3.85 -3.39  N105 1.214
108 H 6.84 6.97 -3.40  C104 1.083
109 H 7.93 5.70 -2.76  C104 1.086
110 H 7.56 5.77 -4.51  C104 1.086
111 C -6.61 3.75 -4.42  N112 1.489, H115 1.084, H116 1.086, H117 1.086
112 N -8.04 3.39 -4.24  C111 1.489, O113 1.213, O114 1.213
113 O -8.31 2.52 -3.43  N112 1.213
114 O -8.85 4.00 -4.91  N112 1.213
115 H -6.01 3.13 -3.76  C111 1.084
116 H -6.36 3.56 -5.46  C111 1.086
117 H -6.50 4.80 -4.18  C111 1.086
118 C 3.69 -4.71 8.10  N119 1.486, H122 1.083, H123 1.086, H124 1.086
119 N 2.23 -4.96 7.98  C118 1.486, O120 1.211, O121 1.215
120 O 1.72 -5.76 8.74  N119 1.211
121 O 1.63 -4.34 7.13  N119 1.215
122 H 4.08 -5.33 8.90  C118 1.083
123 H 4.14 -4.97 7.15  C118 1.086
124 H 3.83 -3.66 8.33  C118 1.086
125 C -0.88 10.51 -1.02  N126 1.489, H129 1.083, H130 1.086, H131 1.085
126 N -0.05 9.41 -1.58  C125 1.489, O127 1.211, O128 1.214
127 O -0.25 9.08 -2.73  N126 1.211
128 O 0.77 8.91 -0.84  N126 1.214
129 H -1.56 10.85 -1.79  C125 1.083
130 H -1.42 10.11 -0.17  C125 1.086
131 H -0.20 11.30 -0.72  C125 1.085
132 C 4.97 5.11 2.97  N133 1.488, H136 1.083, H137 1.086, H138 1.086
133 N 4.76 4.09 1.90  C132 1.488, O134 1.209, O135 1.218
134 O 5.45 4.14 0.92  N133 1.209
135 O 3.89 3.26 2.10  N133 1.218
136 H 5.76 5.77 2.65  C132 1.083
137 H 4.03 5.65 3.09  C132 1.086
138 H 5.23 4.58 3.88  C132 1.086
139 C 2.12 -8.53 6.77  N140 1.490, H143 1.084, H144 1.086, H145 1.086
140 N 3.18 -7.92 5.93  C139 1.490, O141 1.219, O142 1.208
141 O 3.13 -6.71 5.74  N140 1.219
142 O 4.02 -8.66 5.47  N140 1.208
143 H 1.44 -7.75 7.11  C139 1.084
144 H 1.60 -9.27 6.16  C139 1.086
145 H 2.61 -9.01 7.61  C139 1.086
146 C 4.97 -6.74 -2.09  N147 1.485, H150 1.083, H151 1.086, H152 1.086
147 N 5.59 -7.45 -3.23  C146 1.485, O148 1.217, O149 1.208
148 O 5.28 -7.07 -4.34  N147 1.217
149 O 6.35 -8.36 -2.98  N147 1.208
150 H 4.34 -5.96 -2.49  C146 1.083
151 H 4.40 -7.46 -1.52  C146 1.086
152 H 5.76 -6.32 -1.47  C146 1.086
153 C -11.56 3.17 -3.01  N154 1.489, H157 1.082, H158 1.085, H159 1.086
154 N -12.99 2.80 -2.83  C153 1.489, O155 1.214, O156 1.212
155 O -13.25 1.93 -2.03  N154 1.214
156 O -13.80 3.41 -3.51  N154 1.212
157 H -10.96 2.55 -2.35  C153 1.082
158 H -11.30 2.99 -4.05  C153 1.085
159 H -11.45 4.22 -2.77  C153 1.086
160 C -1.68 -2.06 7.08  N161 1.491, H164 1.083, H165 1.086, H166 1.087
161 N -2.59 -3.23 7.21  C160 1.491, O162 1.210, O163 1.216
162 O -3.76 -3.02 7.41  N161 1.210
163 O -2.08 -4.33 7.10  N161 1.216
164 H -2.26 -1.16 7.20  C160 1.083
165 H -0.92 -2.15 7.85  C160 1.086
166 H -1.22 -2.10 6.09  C160 1.087

No. 2
Computed, not measured: a 8-piece molecular cluster, C44H82N2O8S2 overall at a distorted geometry, with wB97M-V/def2-TZVPD.

Computed properties:
**LUMO energy**: -0.917 eV
**Total charge**: 0
**DFT total energy**: -3233.22697 hartree
**Orbital gap**: 9.227 eV
**2S+1**: 1

Bonds (Å) are listed after each position.
Geometry (Å):
1 O 33.41 -2.74 22.85  N2 1.221
2 N 33.77 -3.75 22.27  O1 1.221, O3 1.218, C4 1.446
3 O 33.08 -4.76 22.21  N2 1.218
4 C 35.13 -3.76 21.77  N2 1.446, C5 1.393, C9 1.395
5 C 35.91 -2.61 21.81  C4 1.393, C6 1.391, H10 1.082
6 C 37.13 -2.53 21.15  C5 1.391, C7 1.397, H11 1.079
7 C 37.65 -3.72 20.63  C6 1.397, C8 1.393, H12 1.081
8 C 36.98 -4.93 20.83  C7 1.393, C9 1.386, H13 1.082
9 C 35.72 -4.97 21.40  C4 1.395, C8 1.386, H14 1.082
10 H 35.43 -1.69 22.11  C5 1.082
11 H 37.51 -1.53 21.05  C6 1.079
12 H 38.51 -3.72 19.98  C7 1.081
13 H 37.41 -5.79 20.35  C8 1.082
14 H 35.15 -5.88 21.57  C9 1.082
15 O 30.63 -6.11 14.63  N16 1.212
16 N 29.50 -5.84 14.98  O15 1.212, O17 1.217, C18 1.461
17 O 28.54 -5.89 14.23  N16 1.217
18 C 29.25 -5.57 16.40  N16 1.461, C19 1.403, C23 1.386
19 C 27.95 -5.58 16.91  C18 1.403, C20 1.388, H24 1.081
20 C 27.78 -5.41 18.27  C19 1.388, C21 1.411, H25 1.080
21 C 28.92 -5.21 19.08  C20 1.411, C22 1.362, H26 1.083
22 C 30.15 -5.06 18.53  C21 1.362, C23 1.388, H27 1.084
23 C 30.36 -5.26 17.17  C18 1.386, C22 1.388, H28 1.080
24 H 27.14 -5.91 16.27  C19 1.081
25 H 26.77 -5.34 18.66  C20 1.080
26 H 28.71 -5.25 20.15  C21 1.083
27 H 30.99 -4.83 19.18  C22 1.084
28 H 31.33 -5.28 16.69  C23 1.080
29 O 26.00 -11.86 22.28  S30 1.439
30 S 26.61 -11.63 23.56  O29 1.439, O31 1.450, C32 1.865, C35 1.799
31 O 26.84 -12.77 24.43  S30 1.450
32 C 28.18 -10.63 23.38  S30 1.865, C33 1.531, H36 1.089, H37 1.086
33 C 27.87 -9.19 23.82  C32 1.531, C34 1.524, H38 1.091, H39 1.089
34 C 26.36 -9.02 23.84  C33 1.524, C35 1.531, H40 1.092, H41 1.091
35 C 25.72 -10.30 24.38  S30 1.799, C34 1.531, H42 1.086, H43 1.093
36 H 28.43 -10.69 22.32  C32 1.089
37 H 28.94 -11.07 24.01  C32 1.086
38 H 28.29 -9.04 24.81  C33 1.091
39 H 28.31 -8.51 23.10  C33 1.089
40 H 26.06 -8.76 22.82  C34 1.092
41 H 26.01 -8.20 24.47  C34 1.091
42 H 24.64 -10.38 24.29  C35 1.086
43 H 25.99 -10.44 25.43  C35 1.093
44 O 31.00 -8.37 11.65  S45 1.425
45 S 30.82 -9.60 12.35  O44 1.425, O46 1.454, C47 1.784, C50 1.831
46 O 31.91 -10.43 12.85  S45 1.454
47 C 29.65 -9.29 13.65  S45 1.784, C48 1.558, H51 1.096, H52 1.089
48 C 28.39 -10.21 13.56  C47 1.558, C49 1.560, H53 1.089, H54 1.087
49 C 28.31 -10.45 12.02  C48 1.560, C50 1.528, H55 1.090, H56 1.094
50 C 29.71 -10.80 11.51  S45 1.831, C49 1.528, H57 1.088, H58 1.086
51 H 29.15 -8.34 13.40  C47 1.096
52 H 30.02 -9.09 14.65  C47 1.089
53 H 28.53 -11.10 14.17  C48 1.089
54 H 27.47 -9.70 13.84  C48 1.087
55 H 27.87 -9.61 11.48  C49 1.090
56 H 27.64 -11.29 11.80  C49 1.094
57 H 29.72 -10.72 10.43  C50 1.088
58 H 29.98 -11.78 11.88  C50 1.086
59 C 34.95 -8.89 19.35  C60 1.540, H65 1.093, H66 1.095, H67 1.089
60 C 35.01 -9.82 20.57  C59 1.540, C61 1.545, H68 1.093, H69 1.087
61 C 34.86 -11.31 20.16  C60 1.545, C62 1.496, H70 1.097, H71 1.096
62 C 36.11 -11.96 19.66  C61 1.496, C63 1.540, H72 1.109, H73 1.098
63 C 37.02 -12.40 20.82  C62 1.540, C64 1.525, H74 1.091, H75 1.093
64 C 38.48 -12.57 20.40  C63 1.525, H76 1.093, H77 1.091, H78 1.098
65 H 35.70 -9.17 18.61  C59 1.093
66 H 35.25 -7.87 19.63  C59 1.095
67 H 33.98 -8.81 18.86  C59 1.089
68 H 36.04 -9.75 20.93  C60 1.093
69 H 34.27 -9.52 21.30  C60 1.087
70 H 33.99 -11.42 19.50  C61 1.097
71 H 34.49 -11.83 21.05  C61 1.096
72 H 35.84 -12.90 19.15  C62 1.109
73 H 36.55 -11.64 18.71  C62 1.098
74 H 36.92 -11.74 21.69  C63 1.091
75 H 36.76 -13.40 21.18  C63 1.093
76 H 38.63 -13.50 19.84  C64 1.093
77 H 38.92 -11.72 19.88  C64 1.091
78 H 39.17 -12.75 21.24  C64 1.098
79 C 31.31 -7.23 21.55  C80 1.529, H85 1.089, H86 1.090, H87 1.099
80 C 30.27 -8.06 20.79  C79 1.529, C81 1.544, H88 1.092, H89 1.091
81 C 30.79 -8.34 19.37  C80 1.544, C82 1.526, H90 1.095, H91 1.090
82 C 29.70 -8.69 18.36  C81 1.526, C83 1.566, H92 1.091, H93 1.093
83 C 29.24 -10.18 18.55  C82 1.566, C84 1.529, H94 1.093, H95 1.092
84 C 28.27 -10.56 17.43  C83 1.529, H96 1.090, H97 1.087, H98 1.098
85 H 31.36 -6.18 21.28  C79 1.089
86 H 32.32 -7.63 21.63  C79 1.090
87 H 30.97 -7.21 22.59  C79 1.099
88 H 30.21 -9.01 21.32  C80 1.092
89 H 29.31 -7.53 20.70  C80 1.091
90 H 31.36 -9.28 19.45  C81 1.095
91 H 31.48 -7.52 19.14  C81 1.090
92 H 28.80 -8.09 18.46  C82 1.091
93 H 30.07 -8.71 17.33  C82 1.093
94 H 30.09 -10.86 18.53  C83 1.093
95 H 28.80 -10.21 19.55  C83 1.092
96 H 28.50 -10.11 16.47  C84 1.090
97 H 28.06 -11.63 17.37  C84 1.087
98 H 27.30 -10.12 17.71  C84 1.098
99 C 28.44 -14.62 16.95  C100 1.511, H105 1.091, H106 1.092, H107 1.088
100 C 29.87 -15.01 16.64  C99 1.511, C101 1.508, H108 1.100, H109 1.100
101 C 30.87 -13.93 16.96  C100 1.508, C102 1.530, H110 1.105, H111 1.099
102 C 32.39 -14.14 16.94  C101 1.530, C103 1.529, H112 1.094, H113 1.095
103 C 33.04 -14.66 15.66  C102 1.529, C104 1.512, H114 1.097, H115 1.095
104 C 33.09 -13.62 14.56  C103 1.512, H116 1.093, H117 1.095, H118 1.087
105 H 27.78 -15.25 16.36  C99 1.091
106 H 28.28 -13.59 16.60  C99 1.092
107 H 28.19 -14.68 18.01  C99 1.088
108 H 30.17 -15.92 17.18  C100 1.100
109 H 30.05 -15.33 15.61  C100 1.100
110 H 30.63 -13.68 18.01  C101 1.105
111 H 30.61 -12.98 16.47  C101 1.099
112 H 32.85 -13.17 17.17  C102 1.094
113 H 32.65 -14.76 17.81  C102 1.095
114 H 34.03 -15.01 15.98  C103 1.097
115 H 32.59 -15.60 15.33  C103 1.095
116 H 33.62 -14.05 13.70  C104 1.093
117 H 32.07 -13.49 14.19  C104 1.095
118 H 33.49 -12.65 14.85  C104 1.087
119 C 29.76 -4.37 23.67  C120 1.551, H125 1.091, H126 1.090, H127 1.086
120 C 28.60 -4.19 24.68  C119 1.551, C121 1.525, H128 1.092, H129 1.091
121 C 28.06 -5.50 25.24  C120 1.525, C122 1.543, H130 1.095, H131 1.098
122 C 26.93 -5.24 26.25  C121 1.543, C123 1.516, H132 1.093, H133 1.094
123 C 26.10 -6.48 26.57  C122 1.516, C124 1.525, H134 1.095, H135 1.103
124 C 25.29 -6.50 27.85  C123 1.525, H136 1.090, H137 1.090, H138 1.098
125 H 30.28 -5.29 23.93  C119 1.091
126 H 30.53 -3.61 23.81  C119 1.090
127 H 29.35 -4.31 22.66  C119 1.086
128 H 28.93 -3.59 25.53  C120 1.092
129 H 27.80 -3.66 24.17  C120 1.091
130 H 28.80 -6.15 25.73  C121 1.095
131 H 27.68 -6.17 24.46  C121 1.098
132 H 27.34 -4.87 27.19  C122 1.093
133 H 26.31 -4.44 25.85  C122 1.094
134 H 25.50 -6.84 25.73  C123 1.095
135 H 26.81 -7.32 26.65  C123 1.103
136 H 24.75 -7.44 27.96  C124 1.090
137 H 25.80 -6.27 28.79  C124 1.090
138 H 24.52 -5.71 27.79  C124 1.098